Record 1
{"formula": "C9H8O3P", "method": "ωB97M-V with the def2-TZVPD basis set", "species": ["C", "C", "C", "C", "C", "C", "C", "C", "C", "O", "O", "O", "P", "H", "H", "H", "H", "H", "H", "H", "H"], "coordinates": [[0.9896, -0.8514, -0.5902], [1.4398, 1.2863, 0.4666], [2.3468, -1.1809, -0.5600], [2.7571, 1.0384, 0.5430], [0.5261, 0.3690, -0.0646], [3.2412, -0.1488, -0.0850], [-4.6155, -0.6915, 0.8436], [-3.7074, -0.0879, 0.1082], [-0.8017, 0.9281, -0.1769], [-1.5480, 0.1961, -1.1918], [4.5326, -0.3225, -0.2053], [-1.2757, 1.8761, 0.3516], [-2.7870, -0.7136, -1.2294], [0.2857, -1.6741, -1.0344], [1.1395, 2.2662, 0.8903], [2.7259, -2.1557, -0.8396], [3.3884, 1.8034, 0.9485], [-5.0695, -0.0249, 1.5250], [-4.7695, -1.6933, 0.7689], [-3.5544, 0.9940, 0.1795], [4.7563, -1.2128, -0.6481]], "forces_ev_per_angstrom": [[-0.555, -2.093, -0.681], [-0.827, 1.056, 1.113], [-0.579, 2.283, 0.897], [1.190, -1.353, -1.241], [0.012, 0.248, -0.547], [-1.531, -0.901, 0.131], [0.578, 1.940, 0.058], [0.934, 1.405, -1.296], [0.679, 0.497, 0.761], [-0.007, -0.483, -0.972], [1.778, -1.802, -0.755], [-0.368, -0.467, -0.450], [-0.324, -0.295, 0.186], [1.195, 1.858, 0.946], [-0.331, -0.892, -0.488], [-0.034, 0.140, -0.226], [0.608, -0.097, 0.029], [-1.061, -0.102, 0.990], [-0.857, -2.733, 0.144], [0.024, -0.226, 0.410], [-0.524, 2.016, 0.991]], "e_homo_ev": -12.163, "spin_multiplicity": 1, "total_charge": 1, "largest_force_ha_per_bohr": 0.05577}

=====

Record 2
{"formula": "C5H14N2O2", "method": "ωB97M-V with the def2-TZVPD basis set", "species": ["C", "C", "C", "C", "C", "N", "N", "O", "O", "H", "H", "H", "H", "H", "H", "H", "H", "H", "H", "H", "H", "H", "H"], "coordinates": [[-0.3068, -0.6540, -0.3326], [-0.7626, 1.3547, 2.0761], [2.2119, 0.3170, -2.0020], [-1.1579, -0.1289, -1.4370], [-0.7841, -1.8134, 0.4769], [0.9141, -0.2197, -0.1163], [1.5269, -0.3782, 1.0043], [1.3772, 0.8461, -0.9954], [-1.9581, 0.6162, 2.1972], [-2.7010, 1.1473, 1.8934], [2.4690, -0.0043, 0.9648], [0.1498, 0.6372, 1.9801], [-0.7613, 2.0040, 1.1946], [-0.6116, 1.9667, 2.9711], [1.6525, -0.3435, -2.6724], [3.0632, -0.2223, -1.5722], [2.5737, 1.1772, -2.5628], [0.0639, -2.3411, 0.9065], [-2.1689, 0.0233, -1.0559], [-1.2285, -0.8438, -2.2616], [-0.7777, 0.8099, -1.8258], [-1.3831, -2.4832, -0.1393], [-1.4007, -1.4673, 1.3086]], "forces_ev_per_angstrom": [[0.513, -0.485, -0.705], [1.679, -0.584, 0.007], [0.176, -0.319, -0.256], [0.148, 0.051, -0.043], [0.138, 0.199, 0.168], [-1.022, 1.254, -0.132], [0.957, -0.480, 0.554], [-0.403, -0.413, 0.778], [-0.566, -0.350, -0.177], [0.145, 0.002, 0.138], [0.028, -0.080, -0.423], [-1.670, 1.112, 0.266], [-0.026, -0.001, 0.015], [0.077, 0.085, -0.076], [0.066, 0.009, 0.028], [-0.075, 0.045, -0.056], [-0.003, -0.022, 0.024], [0.027, -0.076, -0.037], [-0.025, 0.001, 0.004], [-0.035, -0.037, -0.006], [-0.054, 0.056, -0.021], [-0.036, -0.004, -0.073], [-0.040, 0.037, 0.023]], "e_homo_ev": -7.399, "spin_multiplicity": 1, "largest_force_ha_per_bohr": 0.03936}

=====

Record 3
{"formula": "C4H6F2", "method": "ωB97M-V with the def2-TZVPD basis set", "species": ["C", "C", "C", "C", "F", "F", "H", "H", "H", "H", "H", "H"], "coordinates": [[1.7925, -0.2065, -0.0211], [0.4079, 0.4979, 0.0324], [-0.7649, -0.4592, 0.0036], [-1.9918, -0.0079, 0.0465], [-2.3527, 1.2486, -0.0236], [-3.1634, -0.7659, -0.0121], [2.4250, 0.6215, -0.3294], [1.7578, -1.0453, -0.7034], [2.0036, -0.5193, 1.0012], [0.2637, 1.1651, 0.8653], [0.3770, 1.0436, -0.8783], [-0.7548, -1.5726, 0.0190]], "forces_ev_per_angstrom": [[-1.470, 1.219, 1.186], [-0.036, -1.883, -0.537], [-0.424, -1.191, 0.555], [-2.343, -1.027, -0.817], [-0.003, 0.577, 0.248], [2.071, 0.897, 0.271], [0.774, -0.574, -0.047], [0.279, -0.005, -0.179], [0.532, -0.268, -0.214], [0.386, 0.338, 0.293], [-0.367, 0.934, -0.724], [0.602, 0.982, -0.035]], "e_homo_ev": -9.672, "spin_multiplicity": 1, "largest_force_ha_per_bohr": 0.05223, "smiles": "CCC=C(F)F"}

=====

- Which formula does entry 1 have?
  C9H8O3P